Record 1
Below is a molecular structure, C15H44BNO18 in a non-equilibrium geometry, with properties calculated with wB97M-V/def2-TZVPD.

Kohn-Sham gap   8.6 eV
Energy above the lowest of the compared OMol25 structures with the same formula, charge and spin   59.8 kJ/mol
HOMO level   -10.2069 eV
LUMO energy   -1.6 eV

The geometry in ORCA input format:
```
! RIJCOSX wB97M-V def2-TZVPD def2/J DEFGRID3
* xyz 0 1
C -0.587 2.720 2.490
C -1.305 3.569 1.475
C -1.809 2.690 0.254
C -0.658 2.696 -0.837
N -1.011 1.959 -2.206
C -2.454 2.109 -2.670
C -3.416 1.100 -2.156
C -2.461 0.012 -1.678
C -1.037 0.502 -2.007
C -0.088 2.435 -3.296
C 1.472 2.011 -3.028
C 2.440 2.791 -3.973
H 0.296 2.536 2.255
H -1.243 2.015 2.890
H -0.210 3.335 3.364
H -0.898 4.542 1.035
H -2.107 3.790 2.055
H -2.747 3.105 -0.052
H -2.102 1.670 0.560
H 0.167 2.152 -0.544
H -0.480 3.934 -1.113
H -2.460 1.969 -3.723
H -2.774 3.070 -2.488
H -4.320 0.895 -2.694
H -3.760 1.603 -1.248
H -2.700 -0.747 -2.337
H -2.787 -0.222 -0.653
H -0.465 0.026 -2.673
H -0.391 0.272 -1.118
H -0.128 3.479 -3.348
H -0.405 2.260 -4.324
H 1.708 0.859 -3.041
H 1.837 2.379 -2.084
H 2.460 2.447 -4.953
H 3.342 2.156 -3.542
H 2.332 3.781 -3.963
O -2.317 -0.611 2.412
C -1.236 -1.078 2.139
O -0.647 -0.675 1.149
B 0.645 -1.365 0.963
O 0.620 -2.191 2.194
C -0.365 -1.839 2.884
O -0.434 -2.045 4.076
O 1.771 -0.478 0.980
C 2.344 -0.624 -0.155
O 3.263 0.157 -0.540
C 1.643 -1.554 -0.934
O 0.646 -2.063 -0.353
O 2.066 -2.010 -1.979
O -1.642 -4.668 4.488
H -1.031 -3.892 4.567
H -1.521 -5.141 5.390
O 1.053 -3.721 -3.709
H 1.884 -4.301 -3.552
H 1.074 -3.047 -3.042
O 4.334 -3.205 -2.832
H 5.024 -3.370 -2.159
H 3.617 -2.752 -2.475
O 5.089 0.620 -2.800
H 4.397 0.415 -3.425
H 4.391 0.523 -2.131
O 5.222 2.302 0.371
H 4.591 2.869 0.485
H 4.631 1.532 0.252
O -4.005 1.518 3.365
H -3.549 1.074 2.650
H -3.545 1.107 4.227
O 1.435 -4.444 4.274
H 1.582 -4.102 5.085
H 1.603 -3.716 3.626
O -1.322 -0.016 5.510
H -1.237 -0.958 5.154
H -0.462 0.356 5.815
O -1.071 -4.776 -0.136
H -0.423 -4.172 -0.121
H -1.754 -4.551 0.629
O -2.355 -3.784 2.050
H -3.086 -3.113 2.141
H -2.176 -4.112 2.835
*
```


Record 2
Below is 2 unconnected molecules or ions with the total composition C12H20O in a non-equilibrium geometry, with properties calculated with wB97M-V/def2-TZVPD.

Kohn-Sham gap (alpha / beta)   9.0 / 5.4 eV
Energy above the lowest of the compared OMol25 structures with the same formula, charge and spin   33.0 kJ/mol
HOMO level (alpha / beta)   -12.8911 / -12.8911 eV
LUMO energy (alpha / beta)   -3.9 / -7.5 eV
⟨S²⟩   0.77

The geometry in ORCA input format:
```
! RIJCOSX wB97M-V def2-TZVPD def2/J DEFGRID3
* xyz 1 2
C 2.178 3.724 -0.303
C 0.937 3.885 0.568
C 2.437 2.377 -0.908
C 3.204 2.288 -2.102
C 2.060 1.177 -0.237
C 3.639 1.093 -2.565
C 2.389 -0.028 -0.764
C 3.279 -0.091 -1.872
O 3.857 -1.259 -2.099
H 2.250 4.400 -1.158
H 3.056 3.938 0.325
H 0.003 3.882 0.025
H 3.447 3.191 -2.644
H 1.631 1.271 0.752
H 4.200 1.160 -3.486
H 2.009 -0.932 -0.304
H 4.011 -1.358 -3.057
H 1.064 4.816 1.119
H 0.926 3.112 1.338
C -3.052 -2.579 1.586
C -3.778 -1.247 1.369
C -4.079 -3.720 1.839
C -2.261 -2.902 0.296
H -2.366 -2.484 2.429
H -4.463 -1.052 2.202
H -4.556 -1.363 0.611
H -3.925 -4.562 1.171
H -3.916 -4.132 2.836
H -5.077 -3.338 1.724
H -1.337 -2.311 0.280
H -1.938 -3.937 0.332
H -2.810 -2.545 -0.574
H -3.019 -0.475 1.271
*
```


Record 3
Below is a molecular structure, C56H48ClF9GeMgN3O2P2Se, with properties calculated with wB97M-V/def2-TZVPD.

Kohn-Sham gap   7.2 eV
Energy above the lowest of the compared OMol25 structures with the same formula, charge and spin   66.7 kJ/mol
HOMO level   -9.8065 eV
LUMO energy   -2.6 eV

The geometry in ORCA input format:
```
! RIJCOSX wB97M-V def2-TZVPD def2/J DEFGRID3
* xyz 1 1
Mg 1.034 -1.107 -0.874
O 3.889 -3.720 -0.414
C 3.135 -2.977 -0.995
N 1.766 -2.943 -1.007
C 0.973 -4.005 -0.670
O 1.279 -5.150 -0.438
C -0.499 -3.605 -0.736
C -1.464 -4.595 -0.772
C -2.794 -4.229 -0.879
C -3.118 -2.880 -0.917
C -2.096 -1.953 -0.861
N -0.804 -2.296 -0.793
C 3.686 -1.848 -1.860
C 5.014 -1.876 -2.238
C 5.485 -0.889 -3.089
C 4.602 0.080 -3.537
C 3.293 0.044 -3.092
N 2.829 -0.885 -2.253
H -1.143 -5.626 -0.717
H -3.570 -4.982 -0.926
H -4.144 -2.544 -0.981
H -2.315 -0.893 -0.876
H 5.639 -2.677 -1.869
H 6.518 -0.883 -3.409
H 4.916 0.856 -4.221
H 2.583 0.783 -3.437
Cl 2.797 -0.701 1.075
C 3.069 0.558 2.273
C 4.337 0.575 2.825
C 4.635 1.537 3.775
C 3.670 2.459 4.152
C 2.408 2.415 3.582
C 2.066 1.452 2.630
P 0.405 1.364 1.855
C -0.649 0.619 3.147
C -0.438 0.787 4.513
C -1.390 0.355 5.424
C -2.569 -0.232 4.979
C -2.779 -0.419 3.621
C -1.814 -0.006 2.712
C -0.110 3.120 1.966
C -1.311 3.503 2.560
C -1.736 4.825 2.500
C -0.969 5.778 1.847
C 0.234 5.408 1.259
C 0.656 4.090 1.315
H 5.074 -0.151 2.511
H 5.623 1.566 4.214
H 3.898 3.213 4.893
H 1.665 3.143 3.881
H 0.466 1.263 4.871
H -1.220 0.490 6.485
H -3.318 -0.552 5.692
H -3.692 -0.882 3.268
H -1.980 -0.148 1.650
H -1.918 2.772 3.079
H -2.667 5.110 2.973
H -1.301 6.806 1.804
H 0.845 6.148 0.758
H 1.601 3.814 0.862
F -6.465 3.182 -2.227
C -6.000 2.321 -1.307
F -6.745 1.205 -1.399
F -6.225 2.859 -0.102
C -4.541 2.017 -1.529
C -4.180 1.243 -2.623
C -2.845 0.955 -2.854
C -1.864 1.435 -1.987
C -2.238 2.228 -0.907
C -3.573 2.522 -0.675
P -0.096 0.998 -2.175
C 0.012 0.487 -3.927
C -0.244 -0.858 -4.211
C -0.166 -1.330 -5.508
C 0.187 -0.461 -6.534
C 0.460 0.868 -6.265
C 0.373 1.341 -4.962
C 0.282 -1.008 -7.935
F 0.568 -0.056 -8.831
F 1.238 -1.948 -8.020
F -0.873 -1.585 -8.306
C 0.720 2.624 -2.097
C 1.961 2.724 -1.477
C 2.631 3.938 -1.430
C 2.039 5.062 -1.979
C 0.787 4.984 -2.579
C 0.131 3.768 -2.638
C 2.751 6.391 -1.943
F 3.328 6.664 -3.123
F 3.714 6.415 -1.009
F 1.901 7.394 -1.673
H -4.940 0.872 -3.298
H -2.574 0.357 -3.714
H -1.486 2.647 -0.253
H -3.853 3.143 0.164
H -0.505 -1.547 -3.415
H -0.371 -2.371 -5.725
H 0.739 1.536 -7.068
H 0.593 2.382 -4.766
H 2.408 1.853 -1.010
H 3.599 4.011 -0.954
H 0.327 5.872 -2.991
H -0.848 3.711 -3.099
C -3.108 -4.146 2.690
Ge -1.695 -4.869 3.838
C -0.830 -6.368 2.942
C -2.388 -5.349 5.598
C -0.374 -3.428 4.077
Se 0.520 -2.999 2.393
C 2.174 -3.968 2.716
H -3.616 -4.942 2.146
H -2.667 -3.461 1.964
H -3.852 -3.605 3.276
H -1.578 -7.059 2.551
H -0.185 -6.921 3.626
H -0.225 -6.004 2.109
H -3.129 -6.146 5.527
H -2.859 -4.485 6.069
H -1.578 -5.694 6.240
H 0.408 -3.711 4.781
H -0.836 -2.515 4.446
H 1.933 -4.980 3.033
H 2.761 -3.457 3.476
H 2.724 -4.017 1.776
*
```


Record 4
Below is 2 unconnected molecules or ions with the total composition CH2ClN2O2 in a non-equilibrium geometry, with properties calculated with wB97M-V/def2-TZVPD.

Kohn-Sham gap   6.6 eV
Energy above the lowest of the compared OMol25 structures with the same formula, charge and spin   72.5 kJ/mol
HOMO level   -4.2353 eV
LUMO energy   2.3 eV

The geometry in ORCA input format:
```
! RIJCOSX wB97M-V def2-TZVPD def2/J DEFGRID3
* xyz -1 1
C -0.322 -0.090 -0.527
N 0.546 0.446 0.278
N 0.644 -0.312 1.499
O 1.419 0.155 2.333
O -0.074 -1.261 1.655
Cl -1.133 1.568 -3.421
H -0.274 0.511 -1.476
H -0.806 -1.016 -0.342
*
```


Record 5
Below is 2 unconnected molecules or ions with the total composition CN2O2S2 in a non-equilibrium geometry, with properties calculated with wB97M-V/def2-TZVPD.

Kohn-Sham gap (alpha / beta)   6.9 / 6.9 eV
Energy above the lowest of the compared OMol25 structures with the same formula, charge and spin   5.0 kJ/mol
HOMO level (alpha / beta)   -9.6800 / -9.6638 eV
LUMO energy (alpha / beta)   -2.7 / -2.7 eV

The geometry in ORCA input format:
```
! RIJCOSX wB97M-V def2-TZVPD def2/J DEFGRID3
* xyz 0 1
C -0.514 1.245 -0.005
N 0.204 2.057 0.344
N -1.316 0.318 -0.343
O 0.578 -1.442 0.813
O 1.664 -0.753 -1.208
S -2.246 -0.820 0.217
S 1.629 -0.604 0.181
*
```


Record 6
Below is a molecular structure, C12H24ClNiO7 in a non-equilibrium geometry, with properties calculated with wB97M-V/def2-TZVPD.

Kohn-Sham gap (alpha / beta)   3.3 / 2.6 eV
Energy above the lowest of the compared OMol25 structures with the same formula, charge and spin   430.3 kJ/mol
HOMO level (alpha / beta)   -10.7349 / -10.7348 eV
LUMO energy (alpha / beta)   -7.5 / -8.1 eV
⟨S²⟩   2.01

The geometry in ORCA input format:
```
! RIJCOSX wB97M-V def2-TZVPD def2/J DEFGRID3
* xyz 1 3
Ni -12.703 -16.869 -3.332
Cl -15.591 -17.572 -0.968
C -14.705 -24.167 -1.202
C -14.039 -23.076 -1.949
O -12.878 -23.510 -2.641
C -12.239 -22.530 -3.502
O -12.501 -21.276 -3.473
O -11.337 -23.145 -4.212
C -10.654 -22.582 -5.352
H -14.893 -25.116 -1.705
H -15.739 -23.866 -1.033
H -14.334 -24.483 -0.227
H -13.953 -22.190 -1.319
H -14.754 -22.898 -2.752
H -10.667 -23.297 -6.175
H -9.589 -22.357 -5.302
H -11.177 -21.732 -5.790
C -22.585 -12.740 7.496
C -21.551 -13.845 7.742
O -20.333 -13.648 7.091
C -20.247 -13.947 5.722
O -21.015 -14.636 5.024
O -19.149 -13.395 5.233
C -18.732 -13.606 3.927
H -23.167 -12.520 8.391
H -23.242 -13.040 6.679
H -22.035 -11.836 7.232
H -21.869 -14.884 7.658
H -21.295 -13.800 8.800
H -18.541 -14.664 3.749
H -17.766 -13.115 3.809
H -19.303 -13.227 3.080
C -21.735 -20.330 2.797
C -22.293 -21.661 3.364
C -21.064 -22.526 3.475
O -20.430 -22.254 2.221
C -20.777 -20.882 1.836
H -21.129 -19.852 3.567
H -22.450 -19.572 2.479
H -22.943 -22.095 2.605
H -22.916 -21.500 4.244
H -21.167 -23.604 3.598
H -20.419 -22.197 4.290
H -21.460 -20.930 0.987
H -19.874 -20.322 1.592
*
```


Record 7
Below is a molecular structure, C26H40BBaN10O4S in a non-equilibrium geometry, with properties calculated with wB97M-V/def2-TZVPD.

Kohn-Sham gap   7.1 eV
HOMO level   -4.8847 eV
LUMO energy   2.2 eV

The geometry in ORCA input format:
```
! RIJCOSX wB97M-V def2-TZVPD def2/J DEFGRID3
* xyz -1 1
Ba -0.110 -0.091 -0.111
O -1.510 0.843 1.643
C -1.612 1.833 2.454
C -2.891 2.271 2.887
C -3.051 3.343 3.736
C -1.949 4.047 4.213
C -0.688 3.632 3.824
C -0.479 2.538 2.981
C 0.914 2.147 2.692
N 1.374 1.386 1.721
C 2.740 1.312 1.866
C 3.119 2.042 2.948
N 1.956 2.563 3.468
H -3.750 1.741 2.492
H -4.052 3.646 4.022
H -2.071 4.906 4.859
H 0.166 4.204 4.174
H 3.350 0.729 1.197
H 4.077 2.232 3.398
H 1.876 3.115 4.301
N 2.201 -2.115 1.723
N 1.961 -3.377 1.130
C 1.012 -3.430 0.077
O 0.556 -4.536 -0.227
O 0.734 -2.299 -0.428
H 3.125 -2.130 2.132
H 1.516 -1.934 2.457
H 1.837 -4.148 1.771
B -1.987 1.757 -3.583
N -2.641 0.510 -2.874
C -3.847 0.018 -3.205
C -4.001 -1.224 -2.621
C -2.804 -1.419 -1.920
N -1.997 -0.375 -2.102
N -0.937 2.625 -2.764
C -0.554 3.850 -3.158
C 0.482 4.281 -2.347
C 0.665 3.221 -1.452
N -0.191 2.238 -1.718
H -1.427 1.368 -4.586
H -2.906 2.498 -3.852
H -4.498 0.596 -3.840
H -4.849 -1.884 -2.687
H -2.464 -2.256 -1.326
H -1.052 4.315 -3.993
H 1.009 5.218 -2.391
H 1.357 3.113 -0.629
C 3.282 1.145 -2.337
C 4.213 0.801 -3.529
N 4.043 -0.600 -3.919
C 4.378 -1.444 -2.770
C 3.476 -1.095 -1.558
N 2.525 -0.043 -1.936
C 1.713 -0.507 -3.069
C 2.637 -0.822 -4.275
H 2.571 1.926 -2.610
H 3.843 1.500 -1.468
H 5.266 0.956 -3.277
H 3.986 1.427 -4.395
H 5.437 -1.297 -2.538
H 4.248 -2.488 -3.063
H 4.060 -0.731 -0.708
H 2.906 -1.956 -1.213
H 0.988 0.274 -3.311
H 1.158 -1.389 -2.745
H 2.399 -0.188 -5.132
H 2.528 -1.861 -4.592
C -4.170 -1.419 1.965
C -3.061 -1.602 2.987
S -1.564 -2.265 2.244
O -0.485 -2.193 3.288
C -2.019 -3.992 2.044
C -2.079 -4.780 3.345
H -4.979 -0.840 2.413
H -4.590 -2.366 1.623
H -3.809 -0.866 1.096
H -3.348 -2.240 3.827
H -2.735 -0.639 3.379
H -1.285 -4.397 1.342
H -2.981 -3.973 1.527
H -1.352 -4.391 4.060
H -1.839 -5.825 3.152
H -3.068 -4.740 3.803
*
```


Copy entry 2 word for word.
Below is 2 unconnected molecules or ions with the total composition C12H20O in a non-equilibrium geometry, with properties calculated with wB97M-V/def2-TZVPD.

Kohn-Sham gap (alpha / beta)   9.0 / 5.4 eV
Energy above the lowest of the compared OMol25 structures with the same formula, charge and spin   33.0 kJ/mol
HOMO level (alpha / beta)   -12.8911 / -12.8911 eV
LUMO energy (alpha / beta)   -3.9 / -7.5 eV
⟨S²⟩   0.77

The geometry in ORCA input format:
```
! RIJCOSX wB97M-V def2-TZVPD def2/J DEFGRID3
* xyz 1 2
C 2.178 3.724 -0.303
C 0.937 3.885 0.568
C 2.437 2.377 -0.908
C 3.204 2.288 -2.102
C 2.060 1.177 -0.237
C 3.639 1.093 -2.565
C 2.389 -0.028 -0.764
C 3.279 -0.091 -1.872
O 3.857 -1.259 -2.099
H 2.250 4.400 -1.158
H 3.056 3.938 0.325
H 0.003 3.882 0.025
H 3.447 3.191 -2.644
H 1.631 1.271 0.752
H 4.200 1.160 -3.486
H 2.009 -0.932 -0.304
H 4.011 -1.358 -3.057
H 1.064 4.816 1.119
H 0.926 3.112 1.338
C -3.052 -2.579 1.586
C -3.778 -1.247 1.369
C -4.079 -3.720 1.839
C -2.261 -2.902 0.296
H -2.366 -2.484 2.429
H -4.463 -1.052 2.202
H -4.556 -1.363 0.611
H -3.925 -4.562 1.171
H -3.916 -4.132 2.836
H -5.077 -3.338 1.724
H -1.337 -2.311 0.280
H -1.938 -3.937 0.332
H -2.810 -2.545 -0.574
H -3.019 -0.475 1.271
*
```


Please write out number 2 again, unchanged.
Below is 2 unconnected molecules or ions with the total composition C12H20O in a non-equilibrium geometry, with properties calculated with wB97M-V/def2-TZVPD.

Kohn-Sham gap (alpha / beta)   9.0 / 5.4 eV
Energy above the lowest of the compared OMol25 structures with the same formula, charge and spin   33.0 kJ/mol
HOMO level (alpha / beta)   -12.8911 / -12.8911 eV
LUMO energy (alpha / beta)   -3.9 / -7.5 eV
⟨S²⟩   0.77

The geometry in ORCA input format:
```
! RIJCOSX wB97M-V def2-TZVPD def2/J DEFGRID3
* xyz 1 2
C 2.178 3.724 -0.303
C 0.937 3.885 0.568
C 2.437 2.377 -0.908
C 3.204 2.288 -2.102
C 2.060 1.177 -0.237
C 3.639 1.093 -2.565
C 2.389 -0.028 -0.764
C 3.279 -0.091 -1.872
O 3.857 -1.259 -2.099
H 2.250 4.400 -1.158
H 3.056 3.938 0.325
H 0.003 3.882 0.025
H 3.447 3.191 -2.644
H 1.631 1.271 0.752
H 4.200 1.160 -3.486
H 2.009 -0.932 -0.304
H 4.011 -1.358 -3.057
H 1.064 4.816 1.119
H 0.926 3.112 1.338
C -3.052 -2.579 1.586
C -3.778 -1.247 1.369
C -4.079 -3.720 1.839
C -2.261 -2.902 0.296
H -2.366 -2.484 2.429
H -4.463 -1.052 2.202
H -4.556 -1.363 0.611
H -3.925 -4.562 1.171
H -3.916 -4.132 2.836
H -5.077 -3.338 1.724
H -1.337 -2.311 0.280
H -1.938 -3.937 0.332
H -2.810 -2.545 -0.574
H -3.019 -0.475 1.271
*
```